# 1
{
  "formula": "C12H33AlN3O3",
  "method": "wB97M-V/def2-TZVPD",
  "homo_energy_ev": -16.965,
  "charge": 3,
  "de_lowest_kcal_mol": 136.4,
  "lumo_energy_ev": -15.239,
  "elements": ["Al", "C", "C", "C", "O", "C", "N", "H", "H", "H", "H", "H", "H", "H", "H", "H", "H", "H", "C", "C", "C", "O", "C", "N", "H", "H", "H", "H", "H", "H", "H", "H", "H", "H", "H", "C", "C", "C", "O", "C", "N", "H", "H", "H", "H", "H", "H", "H", "H", "H", "H", "H"],
  "positions_angstrom": [[-0.32252, -0.60039, 0.40491], [-1.85743, 4.91719, 0.01012], [-1.78989, 4.32363, 1.42636], [-3.19209, 3.67512, 1.89871], [-3.46523, 2.45765, 1.15805], [-4.77016, 1.97724, 1.58246], [-0.61716, 3.45799, 1.56458], [-2.36408, 5.86909, 0.16914], [-2.17459, 4.25722, -0.79731], [-0.81598, 5.18544, -0.16745], [-1.72683, 5.23470, 2.02140], [-4.03481, 4.36346, 1.83476], [-3.24656, 3.37779, 2.94596], [-4.96891, 2.10876, 2.64609], [-5.12188, 0.98991, 1.28318], [-5.56638, 2.69083, 1.37050], [0.19652, 4.00405, 1.31992], [-0.54286, 3.45660, 2.57184], [0.04936, -2.68597, -5.88021], [-0.26645, -1.77839, -4.77754], [-1.66938, -1.16049, -4.81649], [-1.97334, -0.27098, -3.71187], [-2.93520, 0.74336, -4.00253], [-0.11046, -2.56421, -3.51139], [-0.67634, -3.49426, -5.79022], [1.02779, -3.09930, -5.63536], [-0.09645, -2.19237, -6.84105], [0.51735, -1.02551, -4.69418], [-2.43153, -1.90574, -5.04411], [-1.62585, -0.59904, -5.74974], [-3.15323, 1.44336, -3.19594], [-3.86850, 0.34342, -4.39892], [-2.58188, 1.41002, -4.78917], [0.79649, -2.96558, -3.70225], [-0.70525, -3.38048, -3.50564], [4.23043, -1.96766, 5.33984], [3.90581, -1.75220, 3.82336], [3.38041, -3.13042, 3.35789], [3.10570, -3.06273, 1.90045], [4.27643, -3.22702, 1.02137], [3.08845, -0.55157, 3.46100], [3.29157, -2.04319, 5.88842], [4.76535, -1.06229, 5.62667], [4.79268, -2.88236, 5.52766], [4.86355, -1.57524, 3.33396], [2.43618, -3.41305, 3.82336], [4.11376, -3.91353, 3.55029], [4.91611, -4.06895, 1.28604], [4.95208, -2.37784, 1.12375], [3.80927, -3.29734, 0.03907], [3.75518, 0.20569, 3.50735], [2.40073, -0.44441, 4.19289]]
}

=====

# 2
{
  "formula": "C32H38AsF6GeN7O8S2V",
  "method": "wB97M-V/def2-TZVPD",
  "multiplicity": 3,
  "s_squared": 2.01,
  "homo_energy_ev": [-5.426, -5.528],
  "charge": -1,
  "de_lowest_kcal_mol": 17.9,
  "lumo_energy_ev": [1.838, 2.222],
  "elements": ["V", "C", "C", "N", "O", "C", "C", "N", "O", "H", "H", "H", "H", "H", "H", "H", "N", "H", "H", "H", "N", "C", "N", "C", "N", "O", "C", "O", "C", "C", "Ge", "C", "C", "C", "C", "C", "C", "C", "C", "C", "C", "C", "C", "C", "C", "C", "C", "C", "C", "H", "H", "H", "H", "H", "H", "H", "H", "H", "H", "H", "H", "H", "H", "H", "H", "H", "H", "H", "C", "As", "C", "C", "H", "H", "H", "H", "H", "H", "H", "H", "H", "F", "C", "F", "F", "S", "O", "O", "N", "S", "O", "O", "C", "F", "F", "F"],
  "positions_angstrom": [[15.06351, 13.03247, 11.21401], [14.18620, 10.41798, 14.43771], [14.12166, 11.44981, 13.35412], [15.05418, 12.25657, 13.16550], [16.13129, 12.14365, 13.97375], [12.97791, 11.54904, 12.47665], [11.61751, 11.00037, 12.73360], [13.14932, 12.39366, 11.43065], [12.17035, 12.73390, 10.72682], [13.40962, 9.64843, 14.24130], [14.02606, 10.77771, 15.46687], [15.10486, 9.82191, 14.46747], [16.72627, 12.86446, 13.67296], [10.95843, 11.88658, 12.85791], [11.58351, 10.26008, 13.55887], [11.26977, 10.55138, 11.79080], [18.15418, 13.83659, 14.40850], [18.21688, 13.48721, 15.36445], [17.83006, 14.80818, 14.49767], [19.09317, 13.97259, 14.09693], [17.01265, 13.27941, 11.12667], [18.15728, 13.37176, 10.88881], [19.38128, 13.54131, 10.66262], [20.08094, 13.92729, 11.71587], [20.67348, 14.33838, 12.58788], [15.50127, 16.79783, 12.04627], [15.01256, 15.77496, 12.41575], [14.63933, 14.81463, 11.57993], [14.86623, 15.51574, 13.87618], [13.44458, 15.05418, 14.29653], [12.04216, 16.45169, 14.33012], [11.34551, 17.13624, 12.58133], [10.86332, 16.20353, 11.68488], [10.65431, 16.56792, 10.38095], [10.91811, 17.87419, 9.93944], [11.35698, 18.85960, 10.84642], [11.53606, 18.47599, 12.18478], [12.41254, 17.95583, 15.51184], [11.54430, 19.10233, 15.55928], [11.75115, 20.14514, 16.45658], [12.84906, 20.08202, 17.28596], [13.77520, 19.03497, 17.22209], [13.53682, 17.99571, 16.34601], [10.49004, 15.60612, 15.21141], [10.62192, 14.41270, 15.87138], [9.51257, 13.66972, 16.36996], [8.24395, 14.22399, 16.27600], [8.07196, 15.46431, 15.66612], [9.18841, 16.11900, 15.14996], [15.20783, 16.40650, 14.39428], [15.48944, 14.67984, 14.13151], [13.47052, 14.76668, 15.34940], [13.18556, 14.14167, 13.81334], [10.70938, 15.21409, 12.06290], [10.27958, 15.88577, 9.58237], [10.76786, 18.18962, 8.93581], [11.51055, 19.87135, 10.52485], [11.94371, 19.26491, 12.82193], [10.70105, 19.06071, 14.86837], [10.97725, 20.90208, 16.47983], [13.03832, 20.92688, 17.93497], [14.69663, 18.99880, 17.83068], [14.31619, 17.24766, 16.23691], [11.60029, 14.06297, 16.06812], [9.62746, 12.73296, 16.89472], [7.37253, 13.67979, 16.63887], [7.13207, 15.99037, 15.62768], [9.02890, 17.10986, 14.74899], [12.87593, 14.99401, 8.63562], [14.16163, 13.55000, 8.74751], [15.60295, 13.89535, 7.54844], [13.15547, 12.13143, 7.92592], [12.45611, 15.07285, 7.61050], [13.26161, 15.96911, 8.83348], [12.12232, 14.78763, 9.38489], [15.32981, 14.12783, 6.54454], [16.26160, 13.04626, 7.68670], [16.06712, 14.81460, 7.93697], [12.78416, 12.48626, 6.98754], [12.37128, 11.81732, 8.60168], [13.87681, 11.31564, 7.67305], [17.18920, 8.25924, 11.31882], [17.48166, 9.32717, 10.62039], [18.32912, 8.97892, 9.68317], [18.08432, 10.19800, 11.41064], [15.89424, 10.03992, 9.78899], [15.40249, 10.86988, 10.88790], [16.36964, 10.73946, 8.63982], [15.08353, 8.76536, 9.40188], [14.02273, 7.95378, 10.23250], [13.32030, 8.70195, 11.24978], [14.39522, 6.61657, 10.55896], [12.74970, 7.73573, 8.90401], [13.17817, 6.76894, 8.10670], [12.46044, 8.78529, 8.10988], [11.65023, 7.34528, 9.50467]]
}

=====

# 3
{
  "formula": "C4H9NO",
  "method": "wB97M-V/def2-TZVPD",
  "homo_energy_ev": -7.928,
  "charge": 0,
  "de_lowest_kcal_mol": 130.7,
  "lumo_energy_ev": 0.953,
  "elements": ["C", "O", "C", "C", "C", "N", "H", "H", "H", "H", "H", "H", "H", "H", "H"],
  "positions_angstrom": [[2.22346, 0.52615, 0.00323], [0.82121, 0.49620, 0.12296], [0.30080, -0.81988, 0.07539], [-1.12638, -0.94067, -0.43182], [-2.11369, 0.27059, 0.49422], [-1.67679, 0.30535, -0.90983], [2.55030, -0.02063, -0.89473], [2.71851, 0.07902, 0.87832], [2.53015, 1.57082, -0.08583], [0.39165, -1.31217, 1.05629], [0.88406, -1.42433, -0.63718], [-1.92162, -0.88943, 0.73242], [-1.54531, 0.89476, 1.18045], [-3.19857, 0.29973, 0.60283], [-0.93017, 1.00537, -0.95082]]
}

=====

# 4
{
  "formula": "C23H62F3NO28P6S",
  "method": "wB97M-V/def2-TZVPD",
  "homo_energy_ev": -9.736,
  "charge": 0,
  "lumo_energy_ev": -2.971,
  "elements": ["N", "C", "O", "S", "O", "O", "O", "C", "C", "C", "C", "F", "F", "F", "H", "H", "H", "H", "H", "H", "H", "H", "C", "O", "P", "O", "O", "C", "O", "C", "H", "H", "H", "H", "H", "H", "H", "H", "H", "C", "O", "P", "O", "O", "C", "O", "C", "H", "H", "H", "H", "H", "H", "H", "H", "H", "C", "O", "P", "O", "O", "C", "O", "C", "H", "H", "H", "H", "H", "H", "H", "H", "H", "C", "O", "P", "O", "O", "C", "O", "C", "H", "H", "H", "H", "H", "H", "H", "H", "H", "C", "O", "P", "O", "O", "C", "O", "C", "H", "H", "H", "H", "H", "H", "H", "H", "H", "C", "O", "P", "O", "O", "C", "O", "C", "H", "H", "H", "H", "H", "H", "H", "H", "H"],
  "positions_angstrom": [[-5.96514, -1.61448, -6.51245], [-5.43621, -2.76367, -7.18299], [-6.07371, -2.78771, -8.49002], [-4.94538, -2.61296, -9.60851], [-5.36492, -1.77878, -10.66287], [-4.47493, -3.85476, -10.10147], [-3.86145, -1.92719, -8.64899], [-3.93167, -2.74149, -7.42305], [-3.10020, -2.06743, -6.36564], [-3.16399, -2.73505, -4.98609], [-2.39245, -4.03634, -4.88595], [-3.17834, -5.08009, -5.23716], [-2.06095, -4.25767, -3.59412], [-1.27037, -4.06240, -5.60373], [-5.91033, -0.77981, -7.08137], [-6.93290, -1.76668, -6.27300], [-5.68674, -3.58822, -6.51550], [-3.51463, -3.67871, -7.79588], [-3.45297, -1.04428, -6.23551], [-2.07371, -1.96369, -6.71355], [-4.18665, -2.94388, -4.68156], [-2.71273, -2.06921, -4.25146], [-2.13305, 2.41210, -5.17723], [-1.98919, 1.52092, -4.04738], [-0.66052, 1.79773, -2.99450], [-0.35413, 0.32878, -2.93248], [-1.73418, 2.21719, -1.81896], [-2.45352, 3.44438, -1.94654], [0.59779, 2.26086, -1.98957], [0.62749, 1.72447, -0.66079], [-2.23881, 1.81356, -6.08166], [-3.02519, 3.02689, -5.04657], [-1.26364, 3.06022, -5.28734], [-3.44706, 3.24665, -2.35344], [-1.93465, 4.15737, -2.59392], [-2.55824, 3.88670, -0.95810], [0.53575, 0.63967, -0.66871], [-0.15908, 2.16315, -0.05084], [1.58578, 1.99993, -0.22157], [3.65122, -2.43039, 4.23644], [3.24962, -1.59272, 3.11464], [4.47104, -0.66220, 2.36457], [3.56170, 0.53422, 2.30639], [4.31603, -1.59319, 1.01900], [4.77411, -2.94795, 1.05502], [5.76920, 0.15251, 1.68052], [5.54604, 0.67022, 0.37518], [2.97706, -2.24095, 5.07158], [3.57327, -3.48031, 3.95065], [4.67132, -2.22665, 4.56106], [3.93063, -3.61538, 1.23799], [5.53061, -3.10315, 1.82913], [5.21142, -3.18953, 0.08877], [4.62678, 1.25226, 0.32807], [5.51826, -0.13199, -0.36026], [6.38783, 1.31785, 0.13208], [-0.49940, -6.64716, -1.46467], [0.87914, -7.10576, -1.40817], [1.29952, -8.54353, -2.15448], [2.15832, -9.15074, -1.11443], [2.17624, -7.76428, -3.29497], [1.52372, -6.80083, -4.12449], [0.94587, -9.82688, -3.12651], [2.04554, -10.46823, -3.76668], [-0.82146, -6.38884, -0.45758], [-0.55518, -5.75990, -2.09449], [-1.16991, -7.40902, -1.86148], [1.70865, -5.79827, -3.73600], [0.44513, -6.97206, -4.17935], [1.93818, -6.87304, -5.12795], [2.82128, -10.72594, -3.04730], [2.45650, -9.84042, -4.55564], [1.65785, -11.38020, -4.21756], [1.10186, 0.51789, 4.95535], [0.74027, -0.29906, 6.11276], [-0.78786, -0.16486, 6.76230], [-0.47792, -0.13754, 8.21004], [-1.20681, -1.66671, 6.27049], [-1.15260, -1.97353, 4.87564], [-2.33699, 0.41225, 6.72679], [-3.33594, -0.33163, 7.41944], [2.05077, 1.00842, 5.15728], [1.21404, -0.12966, 4.08704], [0.34905, 1.27700, 4.74376], [-0.21983, -2.49291, 4.65133], [-1.22128, -1.07536, 4.25644], [-1.98823, -2.62729, 4.63414], [-3.03159, -0.53640, 8.44526], [-3.55825, -1.26171, 6.89969], [-4.23597, 0.28248, 7.42724], [5.19136, 7.05102, 0.68628], [4.69549, 5.72929, 0.34640], [3.41716, 5.57309, -0.74054], [2.67434, 4.53539, 0.03030], [4.36966, 4.90251, -1.89067], [5.43150, 5.68019, -2.44623], [2.19818, 5.94692, -1.80503], [1.79578, 4.83246, -2.60723], [5.24931, 7.12972, 1.77023], [6.19035, 7.18139, 0.26820], [4.54396, 7.84451, 0.31412], [6.37049, 5.42174, -1.95410], [5.25204, 6.75344, -2.33835], [5.51220, 5.44640, -3.50587], [1.58814, 3.96427, -1.99206], [2.55817, 4.59244, -3.34829], [0.88561, 5.12026, -3.13950], [-2.26065, 2.86085, 8.03481], [-3.09454, 4.02859, 8.31926], [-2.37063, 5.50423, 8.59986], [-3.14555, 5.98243, 9.76530], [-2.94107, 6.12293, 7.19242], [-2.59097, 5.47903, 5.96980], [-1.03965, 6.47949, 8.62563], [-1.26748, 7.87698, 8.47836], [-2.57030, 2.04485, 8.67958], [-2.40085, 2.57049, 7.00147], [-1.20377, 3.06321, 8.21242], [-3.40475, 4.82315, 5.65557], [-1.67279, 4.89255, 6.06493], [-2.43818, 6.24245, 5.20893], [-2.02160, 8.22709, 9.18165], [-1.56298, 8.11786, 7.45823], [-0.32198, 8.37378, 8.69051]]
}

=====

DFT total energy values, unit eV, following the record order: -30151.2709, -241629.3783, -7826.6510, -158388.5519.